A cluster of 2 separate species, H2N2O4S in total in a non-equilibrium geometry. Source: OMol25; level of theory: ωB97M-V/def2-TZVPD.

Energy above the lowest of the compared OMol25 structures with the same formula, charge and spin, kcal per mole: 102.0
E_LUMO (alpha / beta), eV: -2.96 / -1.72
2S+1: 1
Highest occupied orbital energy (alpha / beta), eV: -11.3033 / -10.2170

```
9
Properties=species:S:1:pos:R:3:forces:R:3
S -0.465 -0.819 0.027 1.439 -1.012 0.886
O -0.639 -1.388 -1.252 -0.142 -0.153 -1.892
O -0.934 -1.607 1.116 -0.221 0.281 0.822
O -1.811 1.504 -1.046 0.567 -0.102 0.148
O -1.888 1.311 1.113 0.260 0.245 0.313
N 2.164 -0.017 0.378 -1.347 3.655 -1.376
N -1.507 1.067 0.020 -1.720 0.762 -0.295
H 2.783 -0.719 0.124 1.640 -2.241 -0.587
H 2.297 0.669 -0.480 -0.475 -1.434 1.981
```
Forces are in eV/Å.